Entry 1:
Formula: C8H13N3
Source: OMol25
Level of theory: wB97M-V/def2-TZVPD

Geometry as XYZ:
```
24
C8H13N3 wB97M-V/def2-TZVPD
C 1.99 0.26 2.38
C 0.91 0.98 2.66
C 3.22 0.81 1.79
C 1.28 2.43 -1.15
C 0.82 2.91 1.33
C 1.31 2.79 -2.31
C 0.88 4.30 0.93
C 4.11 1.52 1.33
N 0.75 2.33 2.43
N 1.00 2.07 0.02
N -5.95 -8.54 -2.66
H 2.10 -0.81 2.59
H 0.23 0.55 3.51
H 0.50 2.83 -3.16
H 2.28 3.00 -2.73
H 0.16 4.42 0.14
H 1.90 4.49 0.43
H 0.57 5.03 1.70
H 5.09 1.85 1.06
H -5.78 -8.90 -3.57
H 1.01 1.06 0.20
H -7.04 -8.44 -2.60
H -5.48 -7.67 -2.40
H -5.88 -9.26 -1.91
```

Properties
- Charge: +2
- Energy relative to the best compared isomer or geometry (same formula, charge and spin): 126.3 kJ/mol
- Max |F|: 0.13574 Eh/bohr
- M: 151.2 g mol⁻¹
- Multiplicity: 1
- HOMO energy: -0.5085 Eh

---

Entry 2:
Formula: CH6S4
Source: OMol25
Level of theory: wB97M-V/def2-TZVPD

Geometry as XYZ:
```
11
CH6S4 wB97M-V/def2-TZVPD
S 2.06 1.10 0.04
S 3.77 -0.04 -0.52
H 2.68 2.04 0.81
H 3.60 -0.86 0.51
C -1.32 -0.93 0.43
S -2.59 0.32 0.60
S -2.23 1.50 -1.18
H -1.15 -1.21 -0.61
H -1.63 -1.85 0.92
H -0.37 -0.61 0.86
H -2.82 0.52 -1.89
```

Properties
- Charge: -1
- Energy relative to the best compared isomer or geometry (same formula, charge and spin): 25.4 kJ/mol
- Max |F|: 0.06508 Eh/bohr
- M: 146.3 g mol⁻¹
- Multiplicity: 2
- HOMO energy (spin up / spin down): 0.0045 / -0.1645 Eh

---

Entry 3:
Formula: C3H5N
Source: OMol25
Level of theory: wB97M-V/def2-TZVPD

Geometry as XYZ:
```
9
C3H5N wB97M-V/def2-TZVPD
C 1.63 0.18 -0.76
C 0.30 0.42 0.18
C -1.09 0.68 -0.16
N 1.37 0.43 0.82
H 1.95 -0.87 -1.10
H 2.44 0.85 -1.61
H -1.73 -0.20 -0.33
H -0.97 1.12 -1.11
H -1.62 1.26 0.73
```

Properties
- Energy relative to the best compared isomer or geometry (same formula, charge and spin): 384.8 kJ/mol
- Max |F|: 0.11120 Eh/bohr
- M: 55.1 g mol⁻¹
- Multiplicity: 1
- HOMO energy: -0.3281 Eh

---

Entry 4:
Formula: C23H33AuN4O7S
Source: OMol25
Level of theory: wB97M-V/def2-TZVPD

Geometry as XYZ:
```
69
C23H33AuN4O7S wB97M-V/def2-TZVPD
Au -0.36 -1.01 0.08
C 0.55 -0.92 5.49
N 1.05 -0.68 4.15
C 2.38 -0.13 3.99
C 0.34 -0.96 3.07
O 0.86 -0.83 1.94
C -1.07 -1.51 3.24
O -1.83 -1.47 2.06
C -2.87 -0.50 1.98
C -2.47 0.77 1.23
O -1.33 0.88 0.73
N -3.39 1.72 1.14
C -4.64 1.67 1.85
C -3.18 2.88 0.30
H 1.39 -0.92 6.19
H 0.05 -1.88 5.56
H -0.14 -0.13 5.80
H 2.69 0.36 4.91
H 2.37 0.60 3.18
H 3.10 -0.90 3.73
H -1.59 -1.00 4.06
H -0.97 -2.58 3.51
H -3.23 -0.25 2.98
H -3.67 -0.99 1.42
H -5.12 0.69 1.77
H -5.31 2.41 1.42
H -4.51 1.91 2.91
H -2.32 2.73 -0.34
H -3.04 3.77 0.91
H -4.07 3.01 -0.32
C 1.65 -5.43 -0.77
C 2.12 -4.62 0.25
C 1.58 -3.36 0.41
N 0.59 -2.92 -0.36
C 0.12 -3.68 -1.33
C 0.62 -4.95 -1.57
H 2.07 -6.41 -0.93
H 2.91 -4.95 0.91
H 1.93 -2.69 1.18
H -0.68 -3.27 -1.93
H 0.22 -5.55 -2.37
C 4.92 0.83 -0.99
C 3.66 1.42 -1.52
C 2.44 1.20 -0.87
C 1.28 1.76 -1.36
C 1.33 2.54 -2.51
C 2.52 2.79 -3.16
C 3.69 2.22 -2.67
S -0.21 3.21 -3.08
O -1.23 2.90 -2.12
O -0.08 4.53 -3.57
N -0.56 2.24 -4.46
C -0.79 0.85 -4.29
C -2.16 0.49 -3.67
C -1.99 -0.02 -2.20
O -2.91 0.19 -1.45
O -0.92 -0.66 -1.99
H 4.81 0.51 0.04
H 5.75 1.52 -1.08
H 5.17 -0.05 -1.59
H 2.40 0.58 0.01
H 0.34 1.63 -0.86
H 2.53 3.42 -4.04
H 4.63 2.40 -3.17
H -1.21 2.73 -5.06
H 0.02 0.44 -3.69
H -0.75 0.39 -5.29
H -2.66 -0.31 -4.21
H -2.81 1.36 -3.63
```

Properties
- Charge: +2
- Energy relative to the best compared isomer or geometry (same formula, charge and spin): 106.8 kJ/mol
- Max |F|: 0.08037 Eh/bohr
- M: 706.6 g mol⁻¹
- Multiplicity: 1
- HOMO energy (spin up / spin down): -0.5034 / -0.5034 Eh